Record 1
Entry from the Open Molecules 2025 dataset: a gas-phase ion, C6H14N2 (charge +2) at a distorted geometry (the ωB97M-V functional and the def2-TZVPD basis).

Calculated values
LUMO energy: -9.66 eV
molar mass: 114.192 Da
E_HOMO: -19.4 eV
charge: +2
energy: -345.762811 Ha
strongest force on any atom: 5.13 eV/A
ΔE to the lowest compared entry with this formula, charge and spin: 326.3 kJ/mol
gap between HOMO and LUMO: 9.7 eV

XYZ file:
```
22
C6H14N2 the ωB97M-V functional and the def2-TZVPD basis
N -0.34 -0.67 0.28
N 0.00 0.93 2.12
C -0.63 0.64 1.07
C 1.32 -1.58 -1.34
C 0.88 0.88 -1.24
C -1.69 1.42 0.49
C -1.12 -1.67 0.36
C 0.89 -0.42 -0.37
H 1.57 -2.55 -0.75
H -1.21 2.30 -0.02
H -1.13 -2.72 -0.03
H 0.67 0.29 2.71
H -0.36 1.73 2.68
H 1.84 0.85 -1.93
H 2.39 -1.29 -1.71
H 0.20 0.93 -2.00
H 0.61 -1.59 -2.15
H 1.14 1.64 -0.59
H -2.03 -1.49 0.92
H -2.29 1.84 1.28
H -2.41 0.85 -0.20
H 1.70 -0.30 0.44
```



Record 2
Entry from the Open Molecules 2025 dataset: a single C6H14N2O molecule at a distorted geometry (the ωB97M-V functional and the def2-TZVPD basis).

Calculated values
LUMO energy: 1.00 eV
molar mass: 130.191 Da
E_HOMO: -9.3 eV
energy: -421.709690 Ha
strongest force on any atom: 4.28 eV/A
ΔE to the lowest compared entry with this formula, charge and spin: 237.8 kJ/mol
gap between HOMO and LUMO: 10.3 eV

XYZ file:
```
23
C6H14N2O the ωB97M-V functional and the def2-TZVPD basis
O 0.50 0.14 -0.98
N 2.91 -0.51 -0.70
N -1.65 -1.12 0.21
C 1.73 -0.89 -0.70
C 1.26 -2.28 -0.95
C -1.27 0.21 0.68
C 0.22 0.41 0.34
C 0.79 1.74 0.83
C -2.12 1.33 0.06
H -2.64 -1.29 0.38
H -1.38 0.22 1.77
H 0.40 -2.50 -0.31
H 3.14 0.45 -0.51
H 1.87 1.73 0.78
H -1.92 2.29 0.53
H 0.83 -0.43 0.89
H -3.18 1.11 0.20
H 0.95 -2.36 -1.99
H 0.48 1.95 1.85
H -1.91 1.40 -1.01
H 0.43 2.54 0.18
H 2.07 -2.97 -0.75
H -1.51 -1.16 -0.80
```



Record 3
Entry from the Open Molecules 2025 dataset: a single C6H14N2O molecule at a distorted geometry (the ωB97M-V functional and the def2-TZVPD basis).

Calculated values
LUMO energy: 0.62 eV
molar mass: 130.191 Da
E_HOMO: -7.0 eV
energy: -421.642517 Ha
strongest force on any atom: 3.11 eV/A
ΔE to the lowest compared entry with this formula, charge and spin: 414.2 kJ/mol
gap between HOMO and LUMO: 7.6 eV

XYZ file:
```
23
C6H14N2O the ωB97M-V functional and the def2-TZVPD basis
O -0.29 2.66 0.13
N -0.26 0.59 1.22
N -0.99 -0.75 -0.86
C 0.39 1.77 0.96
C 0.77 -1.89 0.54
C -0.14 -0.01 -1.79
C -0.35 -2.10 -0.43
C 1.62 2.03 1.41
C -1.41 0.29 0.59
H -2.00 1.07 0.12
H -0.05 -2.60 -1.37
H 0.01 -0.58 -2.72
H 0.23 3.47 0.06
H 0.81 -2.70 1.27
H -1.88 -0.96 -1.31
H 2.13 1.31 2.03
H -0.57 0.96 -2.00
H 0.83 0.15 -1.32
H 1.73 -1.80 0.05
H -1.18 -2.66 0.02
H 0.46 -0.74 1.13
H 2.15 2.94 1.14
H -2.01 -0.45 1.13
```



Please write out number 2 again, unchanged.
Entry from the Open Molecules 2025 dataset: a single C6H14N2O molecule at a distorted geometry (the ωB97M-V functional and the def2-TZVPD basis).

Calculated values
LUMO energy: 1.00 eV
molar mass: 130.191 Da
E_HOMO: -9.3 eV
energy: -421.709690 Ha
strongest force on any atom: 4.28 eV/A
ΔE to the lowest compared entry with this formula, charge and spin: 237.8 kJ/mol
gap between HOMO and LUMO: 10.3 eV

XYZ file:
```
23
C6H14N2O the ωB97M-V functional and the def2-TZVPD basis
O 0.50 0.14 -0.98
N 2.91 -0.51 -0.70
N -1.65 -1.12 0.21
C 1.73 -0.89 -0.70
C 1.26 -2.28 -0.95
C -1.27 0.21 0.68
C 0.22 0.41 0.34
C 0.79 1.74 0.83
C -2.12 1.33 0.06
H -2.64 -1.29 0.38
H -1.38 0.22 1.77
H 0.40 -2.50 -0.31
H 3.14 0.45 -0.51
H 1.87 1.73 0.78
H -1.92 2.29 0.53
H 0.83 -0.43 0.89
H -3.18 1.11 0.20
H 0.95 -2.36 -1.99
H 0.48 1.95 1.85
H -1.91 1.40 -1.01
H 0.43 2.54 0.18
H 2.07 -2.97 -0.75
H -1.51 -1.16 -0.80
```